[1]
C21H22FN5O4S2 | the ωB97M-V functional and the def2-TZVPD basis

Output
Gap between HOMO and LUMO   8.7032 eV
SMILES   CNC(=O)CSc1nnc(-c2cccc(S(=O)(=O)N3CCOCC3)c2)n1-c1ccc(F)cc1
Spin multiplicity   1
Charge   0

Element x y z (Å)
1 C -3.6198 -4.3373 1.2058
2 N -4.0678 -3.3608 0.2440
3 C -5.2421 -2.7242 0.3630
4 O -6.0492 -2.9143 1.2478
5 C -5.5065 -1.7216 -0.7621
6 S -4.7496 -0.0966 -0.4336
7 C -3.1216 -0.4090 -0.9315
8 N -2.6403 -1.5485 -1.3649
9 N -1.3415 -1.3764 -1.6249
10 C -1.0181 -0.1410 -1.3569
11 C 0.3040 0.4222 -1.5590
12 C 0.4965 1.7586 -1.9105
13 C 1.7735 2.2524 -2.1135
14 C 2.8738 1.4237 -1.9610
15 C 2.6748 0.0961 -1.6299
16 S 4.1046 -0.9459 -1.3208
17 O 5.2379 -0.3912 -1.9957
18 O 3.7533 -2.3149 -1.5330
19 N 4.3732 -0.7583 0.3158
20 C 3.3749 -1.3208 1.1944
21 C 3.9635 -1.3862 2.6065
22 O 4.3850 -0.1114 3.0338
23 C 5.3682 0.4137 2.1720
24 C 4.8297 0.5430 0.7444
25 C 1.4120 -0.4172 -1.4313
26 N -2.1328 0.5392 -0.9027
27 C -2.2249 1.8427 -0.3799
28 C -3.1973 2.7160 -0.8528
29 C -3.2867 3.9918 -0.3288
30 C -2.3973 4.3729 0.6608
31 F -2.4769 5.6151 1.1665
32 C -1.4254 3.5136 1.1450
33 C -1.3438 2.2380 0.6221
34 H -4.4208 -4.4899 1.9277
35 H -3.3934 -5.2804 0.7068
36 H -2.7256 -3.9867 1.7250
37 H -3.4215 -3.0692 -0.4865
38 H -5.1273 -2.0697 -1.7209
39 H -6.5760 -1.5203 -0.8128
40 H -0.3533 2.4100 -2.0492
41 H 1.9087 3.2856 -2.3939
42 H 3.8803 1.7762 -2.1195
43 H 3.1330 -2.3151 0.8211
44 H 2.4656 -0.6975 1.2081
45 H 3.2121 -1.7170 3.3250
46 H 4.8129 -2.0834 2.6101
47 H 5.6378 1.3911 2.5746
48 H 6.2504 -0.2417 2.1655
49 H 5.6124 0.8583 0.0555
50 H 4.0056 1.2752 0.7310
51 H 1.2812 -1.4622 -1.2018
52 H -3.8769 2.3973 -1.6272
53 H -4.0327 4.6870 -0.6780
54 H -0.7552 3.8431 1.9224
55 H -0.6006 1.5459 0.9878

---

[2]
C21H22IrN7O2PS2Se2 | the ωB97M-V functional and the def2-TZVPD basis

Output
Gap between HOMO and LUMO   7.0796 eV
Relative energy (zero: lowest compared OMol25 entry of this formula, charge and spin)   0.508 eV
Spin multiplicity   1
Charge   +1

Element x y z (Å)
1 Ir -0.2357 -0.1503 -0.2217
2 Se 5.3582 0.1558 5.4059
3 N 3.6129 0.0199 5.4395
4 C 3.1576 -0.0894 4.2054
5 C 1.7732 -0.2161 3.8486
6 C 0.7568 -0.2755 4.8066
7 C -0.5477 -0.3999 4.3828
8 C -0.8046 -0.4417 3.0130
9 N 0.1460 -0.3731 2.1009
10 C 1.4291 -0.2798 2.4836
11 C 2.4587 -0.2546 1.4588
12 N 2.0855 -0.3244 0.1714
13 C 3.0016 -0.3382 -0.7792
14 C 4.3685 -0.2753 -0.5153
15 C 4.7845 -0.1810 0.7942
16 C 3.8214 -0.1674 1.8078
17 C 4.1698 -0.0640 3.1959
18 N 5.3993 0.0656 3.6579
19 H 1.0334 -0.2303 5.8486
20 H -1.3601 -0.4662 5.0874
21 H -1.8152 -0.5337 2.6396
22 H 2.6337 -0.3977 -1.7949
23 H 5.0760 -0.2974 -1.3270
24 H 5.8239 -0.1184 1.0762
25 C -4.9316 -1.3643 -3.2159
26 C -4.3724 0.0376 -3.3154
27 O -2.9406 -0.0293 -3.1577
28 P -2.1666 0.9512 -2.2021
29 S -0.2021 0.7639 -2.6315
30 S -2.6986 0.6310 -0.2619
31 O -2.7421 2.3666 -2.6600
32 C -2.0405 3.6049 -2.5520
33 C -1.8409 4.1683 -3.9464
34 H -5.9958 -1.3479 -3.4350
35 H -4.7813 -1.7623 -2.2155
36 H -4.4348 -2.0091 -3.9374
37 H -4.7947 0.6944 -2.5519
38 H -4.5647 0.4761 -4.2966
39 H -1.0754 3.4493 -2.0560
40 H -2.6566 4.2664 -1.9383
41 H -1.2815 3.4573 -4.5481
42 H -1.2854 5.0982 -3.8909
43 H -2.8025 4.3483 -4.4174
44 C -0.9907 5.2771 1.5403
45 N -0.2702 4.1505 1.0199
46 C 0.8482 4.1960 0.2417
47 C 1.1551 2.9044 -0.0736
48 N 0.2356 2.0776 0.4971
49 C -0.6029 2.8574 1.1506
50 H -0.3060 6.1083 1.6970
51 H -1.4612 5.0132 2.4851
52 H -1.7689 5.5900 0.8410
53 H 1.3181 5.1180 -0.0280
54 H 1.9585 2.5270 -0.6709
55 H -1.4540 2.5190 1.7089
56 Se -0.5773 -2.6073 -0.7874
57 C -0.0638 -3.1319 0.8484
58 N 0.2556 -3.4731 1.9002

---

[3]
C21H22N2O3 | the ωB97M-V functional and the def2-TZVPD basis

Output
Gap between HOMO and LUMO   8.2104 eV
Relative energy (zero: lowest compared OMol25 entry of this formula, charge and spin)   2.742 eV
SMILES   COc1ccc(/C=C/C(=O)NCCc2c[nH]c3ccccc23)cc1OC
Spin multiplicity   1
Charge   0

Element x y z (Å)
1 C 5.1039 -2.4983 1.8825
2 O 3.7577 -2.5525 2.2841
3 C 2.7867 -2.1701 1.3954
4 C 3.0682 -1.6642 0.1302
5 C 2.0667 -1.2552 -0.7268
6 C 0.7275 -1.3504 -0.3545
7 C -0.2977 -0.8697 -1.2560
8 C -1.6242 -0.9540 -1.1063
9 C -2.4890 -0.1787 -2.0149
10 O -2.1322 0.2312 -3.1014
11 N -3.7351 0.0935 -1.5050
12 C -4.3450 1.3625 -1.8275
13 C -4.0486 2.4004 -0.7186
14 C -2.6472 2.2431 -0.2223
15 C -2.2660 1.6232 0.9334
16 N -0.9015 1.5567 1.0120
17 C -0.3701 2.1081 -0.1174
18 C 0.9540 2.2404 -0.5148
19 C 1.1941 2.8356 -1.7337
20 C 0.1464 3.2957 -2.5367
21 C -1.1668 3.1698 -2.1467
22 C -1.4420 2.5638 -0.9217
23 C 0.4450 -1.8681 0.9082
24 C 1.4371 -2.2777 1.7878
25 O 0.9642 -2.7191 2.9910
26 C 1.7784 -3.4703 3.8639
27 H 5.6736 -2.8777 2.7298
28 H 5.4205 -1.4730 1.6662
29 H 5.2911 -3.1310 1.0092
30 H 4.0929 -1.5729 -0.1925
31 H 2.3245 -0.8560 -1.6955
32 H 0.0561 -0.3421 -2.1336
33 H -2.0904 -1.4578 -0.2725
34 H -3.9122 -0.2251 -0.5625
35 H -5.4239 1.2388 -1.9552
36 H -3.9039 1.6776 -2.7748
37 H -4.2083 3.4024 -1.1192
38 H -4.7390 2.2486 0.1149
39 H -2.8769 1.2374 1.7291
40 H -0.3782 1.1091 1.7446
41 H 1.7589 1.8758 0.1070
42 H 2.2111 2.9488 -2.0801
43 H 0.3801 3.7536 -3.4865
44 H -1.9675 3.5225 -2.7782
45 H -0.5724 -1.9606 1.2528
46 H 2.2348 -4.3221 3.3550
47 H 1.1036 -3.8322 4.6398
48 H 2.5610 -2.8594 4.3180

---

[4]
C21H22N2O5 | the ωB97M-V functional and the def2-TZVPD basis

Output
Gap between HOMO and LUMO   8.7401 eV
Relative energy (zero: lowest compared OMol25 entry of this formula, charge and spin)   2.628 eV
SMILES   CCCOC(=O)c1ccc(Oc2cn[nH]c2-c2ccc(OCC)cc2O)cc1
Spin multiplicity   1
Charge   0

Element x y z (Å)
1 C -8.9863 -1.1025 0.0373
2 C -7.6031 -0.5330 0.3197
3 C -6.5103 -1.5439 -0.0205
4 O -5.2179 -1.0541 0.3216
5 C -4.6222 -0.2441 -0.5714
6 O -5.1183 0.0486 -1.6345
7 C -3.3022 0.2290 -0.1110
8 C -2.7717 -0.1336 1.1275
9 C -1.5387 0.3366 1.5169
10 C -0.8080 1.1827 0.6780
11 O 0.3999 1.5844 1.1416
12 C 1.1090 2.5289 0.4481
13 C 0.7699 3.8737 0.2162
14 N 1.7631 4.5062 -0.3759
15 N 2.7336 3.6114 -0.5210
16 C 2.3989 2.3830 -0.0524
17 C 3.2974 1.2423 -0.0973
18 C 4.6585 1.3937 0.1375
19 C 5.5294 0.3203 0.1185
20 C 5.0400 -0.9559 -0.1432
21 O 5.7829 -2.0883 -0.1824
22 C 7.1735 -2.0085 0.0687
23 C 7.7401 -3.4164 -0.0242
24 C 3.6784 -1.1211 -0.3965
25 C 2.8102 -0.0450 -0.3815
26 O 1.4955 -0.1919 -0.6740
27 C -1.3315 1.5428 -0.5623
28 C -2.5662 1.0669 -0.9469
29 H -9.0824 -1.3638 -1.0138
30 H -9.7515 -0.3703 0.2812
31 H -9.1622 -1.9964 0.6321
32 H -7.5161 -0.2616 1.3741
33 H -7.4422 0.3662 -0.2777
34 H -6.6341 -2.4616 0.5596
35 H -6.5350 -1.7745 -1.0912
36 H -3.3364 -0.7834 1.7770
37 H -1.1122 0.0657 2.4702
38 H -0.1421 4.3811 0.4583
39 H 3.5964 3.8719 -0.9708
40 H 5.0449 2.3762 0.3660
41 H 6.5756 0.4886 0.3147
42 H 7.6529 -1.3562 -0.6742
43 H 7.3515 -1.5928 1.0699
44 H 7.5581 -3.8251 -1.0143
45 H 7.2599 -4.0584 0.7090
46 H 8.8098 -3.3972 0.1635
47 H 3.3150 -2.1157 -0.6116
48 H 1.2943 -1.1220 -0.8328
49 H -0.7638 2.1825 -1.2205
50 H -2.9845 1.3351 -1.9052

---

[5]
C21H22N2Pt | the ωB97M-V functional and the def2-TZVPD basis

Output
Gap between HOMO and LUMO   7.6703 eV
Relative energy (zero: lowest compared OMol25 entry of this formula, charge and spin)   0.814 eV
Spin multiplicity   1
Charge   0

Element x y z (Å)
1 Pt -0.2445 -0.5417 -0.3069
2 C -1.3559 -3.3587 0.3824
3 N -0.6671 -2.6421 -0.6922
4 C -1.4995 -2.6536 -1.9103
5 C 0.6458 -3.2551 -0.9832
6 C 1.4738 -2.2906 -1.7829
7 C 2.4086 -2.7243 -2.7083
8 C 3.2487 -1.8116 -3.3291
9 C 3.1560 -0.4732 -2.9896
10 C 2.2030 -0.0288 -2.0793
11 C 1.3103 -0.9198 -1.4814
12 H -1.5140 -4.4106 0.1169
13 H -2.3239 -2.8928 0.5637
14 H -0.7617 -3.3036 1.2931
15 H -1.7162 -3.6882 -2.2047
16 H -0.9721 -2.1470 -2.7135
17 H -2.4335 -2.1289 -1.7174
18 H 0.5324 -4.2267 -1.4808
19 H 1.1218 -3.4269 -0.0146
20 H 2.4966 -3.7832 -2.9282
21 H 3.9789 -2.1468 -4.0543
22 H 3.8218 0.2465 -3.4510
23 H 2.1616 1.0204 -1.8343
24 N -0.0373 -0.1726 2.3195
25 C -0.8243 0.8897 2.8108
26 C -1.5839 0.7017 3.9613
27 C -2.4023 1.7059 4.4465
28 C -2.4533 2.9194 3.7792
29 C -1.6992 3.0969 2.6308
30 C -0.8683 2.0999 2.1101
31 C -0.1697 2.3834 0.8159
32 C 0.2924 3.6969 0.6646
33 C 0.6591 4.2122 -0.5642
34 C 0.4945 3.4215 -1.6888
35 C 0.0976 2.1029 -1.5397
36 C -0.1683 1.4999 -0.2981
37 H -0.0305 -0.9696 2.9394
38 H 0.9078 0.0957 2.0812
39 H -1.5253 -0.2508 4.4775
40 H -2.9932 1.5390 5.3379
41 H -3.0877 3.7190 4.1381
42 H -1.7778 4.0320 2.0925
43 H 0.3458 4.3325 1.5403
44 H 1.0312 5.2259 -0.6430
45 H 0.7096 3.8136 -2.6757
46 H 0.0122 1.4924 -2.4302

---

[6]
C21H22N4 | the ωB97M-V functional and the def2-TZVPD basis

Output
Gap between HOMO and LUMO   7.9614 eV
Relative energy (zero: lowest compared OMol25 entry of this formula, charge and spin)   15.341 eV
SMILES   c1ccc(-c2ccc(CN3CCN(c4ncccn4)CC3)cc2)cc1
Spin multiplicity   1
Charge   0

Element x y z (Å)
1 C -2.0154 -5.9218 0.9617
2 C -0.9145 -5.6684 1.5911
3 C -0.5810 -4.3690 1.6720
4 C -1.3590 -3.2122 1.3457
5 C -0.9994 -1.6982 1.4470
6 C -1.1717 -0.8550 0.5338
7 C -0.7858 0.4796 0.4440
8 C -0.2519 1.0088 1.7140
9 C 0.2942 2.3316 2.1294
10 N 1.0298 2.7628 0.8070
11 C 2.1467 2.0858 0.5988
12 C 2.9748 2.5724 -0.7481
13 N 1.7256 3.0961 -1.5661
14 C 1.2017 2.0719 -2.2679
15 N -0.1092 2.3628 -2.7802
16 C -0.6777 1.4353 -3.3219
17 C -0.6752 0.1942 -3.4671
18 C 0.7781 -0.1930 -2.7587
19 N 1.5733 0.8494 -2.0001
20 C 1.0876 4.2184 -1.2059
21 C 0.9327 4.1035 0.3933
22 C -0.0281 0.0354 3.0167
23 C -0.3055 -1.4084 2.5785
24 C -2.6600 -3.4239 0.8933
25 C -2.8337 -4.7728 0.6031
26 H -2.3395 -6.9384 0.9449
27 H -0.2533 -6.4462 1.9659
28 H 0.4332 -3.8751 2.0690
29 H -1.5435 -1.0789 -0.3339
30 H -0.8923 1.2917 -0.1198
31 H -0.5361 2.8469 2.1465
32 H 1.0920 2.4985 2.7579
33 H 2.9297 2.5060 1.4483
34 H 2.2672 1.1284 0.5511
35 H 3.2287 1.8154 -1.1373
36 H 3.7826 3.3468 -0.6062
37 H -1.7413 1.7263 -3.6173
38 H -0.8798 -0.5935 -3.7785
39 H 1.1871 -1.1690 -2.9176
40 H 0.1089 4.4098 -1.6142
41 H 1.7831 4.9858 -1.5402
42 H 1.7252 4.7701 1.0787
43 H -0.0073 4.6301 0.7366
44 H 0.6727 0.2982 3.7533
45 H -0.2578 -2.0024 3.4750
46 H -3.3153 -2.6496 0.3794
47 H -3.6612 -5.0112 0.1705

---

What LUMO energy values result from the calculations? In sequence: -0.05, -3.54, 0.45, 0.63, 0.23, 0.07 eV.
What calculated total energy values result from the calculations? In sequence: -2284.42296, -7392.09237, -1148.64859, -1299.14288, -1042.21219, -1031.85017 Ha.